Arrangement one

Computed, not measured: one molecule with the formula C6H8S2, with ωB97M-V/def2-TZVPD.

Calculated values
SMILES: C#C[C@]1(S)[C@H](C)[C@H]1S
Gap between HOMO and LUMO (Eh): 0.352
Highest occupied orbital energy (hartree): -0.3263

```
! wB97M-V def2-TZVPD RIJCOSX def2/J DEFGRID3
* xyz 0 1
C 2.688 -0.094 1.329
C 1.597 -0.120 0.765
C 0.421 -0.180 -0.092
S 0.280 -1.860 -0.659
C 0.029 1.026 -0.914
C 0.833 2.306 -0.833
C -0.709 0.672 0.387
S -2.407 0.070 0.602
H 3.573 -0.181 1.940
H 1.432 -1.873 -1.403
H -0.435 0.676 -1.804
H 1.558 2.312 -1.662
H 0.196 3.188 -0.878
H 1.434 2.369 0.078
H -0.465 1.278 1.230
H -2.424 -0.782 -0.436
*
```

=====

Arrangement two

Computed, not measured: one molecule with the formula C6H8S2, with ωB97M-V/def2-TZVPD.

Calculated values
SMILES: S[C@@H]1C=CSC=CC1
Gap between HOMO and LUMO (Eh): 0.327
Highest occupied orbital energy (hartree): -0.2969

```
! wB97M-V def2-TZVPD RIJCOSX def2/J DEFGRID3
* xyz 0 1
S 0.611 1.721 -2.188
C -0.034 0.532 -0.979
C -0.850 1.223 0.105
C -1.676 0.542 0.898
S -1.937 -1.224 0.837
C -0.339 -1.891 0.861
C 0.881 -1.417 0.586
C 1.209 -0.282 -0.369
H 0.726 2.747 -1.325
H -0.647 -0.188 -1.522
H -0.669 2.287 0.287
H -2.289 1.028 1.659
H -0.535 -2.943 1.171
H 1.767 -1.817 1.082
H 2.007 0.383 0.073
H 1.774 -0.702 -1.175
*
```

=====

Each structure's energy above the most stable one, in eV: arrangement one 1.295; arrangement two 0.000.